## w
Molecular formula: C2H3ClO2
Method: DFT, wB97M-V/def2-TZVPD

Last column: Löwdin charge in e.
Positions of all 8 atoms, in Å:
C -1.02 -1.03 0.12  -0.53
C 0.86 0.97 -0.10  -0.43
O -0.47 -1.72 -0.69  0.00
O -0.76 0.20 0.41  -0.11
Cl 2.01 -0.30 -0.17  0.68
H -2.02 -1.41 0.75  0.18
H 0.51 1.51 -1.06  0.10
H 0.89 1.79 0.74  0.11

2S+1: 1
Kohn-Sham gap: 10.087 eV



## x
Molecular formula: C2H3ClO2
Method: DFT, wB97M-V/def2-TZVPD

Last column: Löwdin charge in e.
Positions of all 8 atoms, in Å:
O 1.05 1.56 -0.47  -0.01
C 1.24 0.23 -0.33  -0.93
Cl 2.85 -0.25 0.35  0.65
C 0.12 -0.73 -0.12  -0.09
O 0.71 -0.52 -1.43  -0.08
H 0.63 1.56 -1.44  0.19
H 0.32 -1.78 0.26  0.13
H -0.93 -0.28 -0.20  0.14

Structure (SMILES): O[C@@]1(Cl)CO1
2S+1: 1
Kohn-Sham gap: 11.342 eV



Short version: x is the most stable of them.